Density functional theory data (ωB97M-V with the def2-TZVPD basis set) for C6H9CdMgO5 as an isolated structure at a distorted geometry.

Calculated values
HOMO (alpha / beta)	-7.44 / -7.93	eV
lowest unoccupied orbital energy (alpha / beta)	-0.96 / -1.14	eV
energy above the lowest of the compared OMol25 structures with the same formula, charge and spin	0.00	kJ/mol
energy	-977.9645	Eh
orbital gap (alpha / beta)	6.48 / 6.79	eV
2S+1	2

Geometry as XYZ:
```
22
Properties=species:S:1:pos:R:3:forces:R:3
O 1.731975 0.988629 1.218004 -0.091 0.503 -0.739
C 0.070035 -0.681057 1.631631 0.788 0.762 0.662
C -2.460605 0.967943 -0.440481 0.489 -0.783 1.784
O 1.606891 -0.530915 -1.734155 1.907 0.512 -0.415
C 0.769885 0.450612 1.940342 0.143 -1.773 0.377
C 1.485323 -2.001983 0.156855 0.291 -0.079 0.317
Cd -0.461420 -0.481726 -1.436299 -0.850 -2.941 -2.278
O 0.237086 -1.303875 0.384718 0.665 -0.845 1.560
H 2.524059 -2.429937 -1.804817 -0.233 0.238 0.095
C -1.436232 2.039919 -0.806208 0.200 1.283 1.396
O -0.195423 1.477434 -1.145036 1.476 2.900 0.306
O -2.350161 -0.139525 -1.278909 -3.064 0.256 -0.017
H -0.484296 -1.262086 2.366384 -0.154 0.386 -0.275
H -3.472285 1.416920 -0.462205 0.301 -0.203 -0.030
H -1.273135 2.652754 0.170608 -0.567 -0.279 -1.893
H -1.801077 2.584467 -1.697549 0.094 0.305 0.643
Mg 1.641468 1.197329 -0.691411 -0.904 -0.436 0.750
H 2.229470 -1.563270 0.846880 -0.155 -0.090 -0.137
C 1.827333 -1.774317 -1.275268 0.353 -0.561 0.182
H 0.668485 0.796844 2.981099 -0.149 0.161 -0.429
H -2.227601 0.665001 0.681391 -0.575 0.458 -1.774
H 1.370223 -3.069162 0.394427 0.037 0.227 -0.085
```
Positions in Å, forces in eV/Å.